Entry 1:
Here is 2 unconnected molecules or ions with the total composition C2H5OS from the OMol25 dataset. Energies are from wB97M-V/def2-TZVPD.

Values from the calculation:
E_LUMO: 4.136 eV
net charge: -1
HOMO-LUMO gap: 0.25903 Eh
ΔE to the lowest compared entry with this formula, charge and spin: 10.85 kcal/mol
E_tot: -15038.1022 eV
E_HOMO: -2.913 eV

Element x y z (Å)
S 1.2066 2.1445 0.9963
H 2.2399 1.4479 0.4853
O -2.2042 -1.0230 0.6114
C -1.2749 -0.2931 0.1375
C 0.0098 -0.7463 -0.5636
H -1.0828 0.7561 0.4463
H 0.0747 -0.2723 -1.5417
H 0.8084 -0.1994 -0.0949
H 0.2226 -1.8143 -0.4766

Charges obtained by natural (NBO) population analysis, quoted in units of e: atom 1 (S): -1.040, atom 2 (H): 0.078, atom 3 (O): -0.595, atom 4 (C): 0.424, atom 5 (C): -0.761, atom 6 (H): 0.171, atom 7 (H): 0.232, atom 8 (H): 0.287, atom 9 (H): 0.205

Entry 2:
Here is a molecular structure, C20H18N6OSV from the OMol25 dataset. Energies are from wB97M-V/def2-TZVPD.

Values from the calculation:
E_LUMO (spin up / spin down): -7.223 / -7.204 eV
net charge: +2
HOMO-LUMO gap (spin up / spin down): 0.25901 / 0.25965 Eh
multiplicity: 4
⟨S²⟩: 3.757
E_tot: -68529.6920 eV
E_HOMO (spin up / spin down): -14.271 / -14.269 eV

Element x y z (Å)
V -0.3540 0.4732 0.3367
C 4.1040 0.6397 0.2305
C 2.7770 0.5802 -0.1809
N 1.7933 0.4316 0.7024
C 2.1238 0.3359 2.0056
C 3.4545 0.4172 2.3904
N 4.4361 0.5698 1.5102
C 0.9996 0.0981 2.9452
C 1.1322 -0.0796 4.3079
C -0.0010 -0.3559 5.0772
C -1.2320 -0.4748 4.4240
C -1.2959 -0.2844 3.0590
N -0.1997 0.0226 2.3502
C -2.5216 -0.4584 2.2345
C -3.7701 -0.7545 2.7607
N -4.8310 -0.9657 1.9903
C -4.6611 -0.8906 0.6807
C -3.4243 -0.5752 0.1275
N -2.3623 -0.3551 0.8993
C 0.1007 -0.5428 6.5371
C 1.1953 -1.1902 7.1001
C 1.2359 -1.3436 8.4785
N 0.2888 -0.8897 9.2924
C -0.7514 -0.2661 8.7501
C -0.8983 -0.0741 7.3838
H 4.9040 0.7492 -0.4908
H 2.5053 0.6530 -1.2256
H 3.7467 0.3568 3.4307
H 2.0953 0.0035 4.7892
H -2.1097 -0.7481 4.9906
H -3.9303 -0.8262 3.8284
H -5.5201 -1.0791 0.0494
H -3.2907 -0.5086 -0.9444
H 1.9874 -1.6055 6.4904
H 2.0667 -1.8577 8.9466
H -1.5041 0.1010 9.4374
H -1.7591 0.4621 7.0056
C 0.8882 4.3104 -1.6437
S -0.5937 3.5766 -0.9870
C -1.6051 3.5930 -2.4517
O -0.2115 2.0889 -0.8056
H 1.2124 3.7549 -2.5221
H 1.6414 4.2865 -0.8589
H 0.6631 5.3468 -1.8968
H -1.7932 4.6353 -2.7108
H -2.5485 3.1079 -2.2109
H -1.0892 3.0768 -3.2595

Charges obtained by natural (NBO) population analysis, quoted in units of e: atom 1 (V): 1.379, atom 2 (C): 0.032, atom 3 (C): 0.034, atom 4 (N): -0.488, atom 5 (C): 0.100, atom 6 (C): 0.053, atom 7 (N): -0.304, atom 8 (C): 0.283, atom 9 (C): -0.221, atom 10 (C): 0.085, atom 11 (C): -0.159, atom 12 (C): 0.188, atom 13 (N): -0.564, atom 14 (C): 0.137, atom 15 (C): 0.043, atom 16 (N): -0.296, atom 17 (C): 0.032, atom 18 (C): 0.039, atom 19 (N): -0.515, atom 20 (C): -0.074, atom 21 (C): -0.234, atom 22 (C): 0.060, atom 23 (N): -0.358, atom 24 (C): 0.060, atom 25 (C): -0.235, atom 26 (H): 0.237, atom 27 (H): 0.222, atom 28 (H): 0.223, atom 29 (H): 0.249, atom 30 (H): 0.243, atom 31 (H): 0.225, atom 32 (H): 0.239, atom 33 (H): 0.221, atom 34 (H): 0.222, atom 35 (H): 0.217, atom 36 (H): 0.217, atom 37 (H): 0.222, atom 38 (C): -0.810, atom 39 (S): 1.277, atom 40 (C): -0.810, atom 41 (O): -1.048, atom 42 (H): 0.255, atom 43 (H): 0.262, atom 44 (H): 0.273, atom 45 (H): 0.273, atom 46 (H): 0.258, atom 47 (H): 0.257

Entry 3:
Here is C17H19N3O2S3 in the gas phase from the OMol25 dataset. Energies are from wB97M-V/def2-TZVPD.

Values from the calculation:
E_LUMO: -0.430 eV
net charge: 0
HOMO-LUMO gap: 0.27050 Eh
ΔE to the lowest compared entry with this formula, charge and spin: 36.50 kcal/mol
E_tot: -59005.7841 eV
E_HOMO: -7.790 eV

Element x y z (Å)
O -1.1324 -1.9626 2.6818
O -0.3791 3.6286 2.9924
N 2.0625 -0.8119 -0.7197
S 2.9450 -2.4251 -3.2527
S 1.8606 1.6783 0.1857
C -1.3069 -2.0303 1.4930
C 3.0724 -4.1383 -3.8674
C 2.5214 -5.0740 -3.0602
C 2.1164 -4.4048 -1.7800
C 2.1721 -3.0367 -1.8277
C -0.4370 0.9614 1.2530
C 0.3346 2.1357 1.0275
C 1.3490 0.0357 -0.0009
C 1.5835 -2.0693 -0.8664
C 0.4029 -2.4127 -0.2170
C 0.1626 -0.2154 0.6953
C -0.1862 -1.5539 0.6897
N -1.6026 1.0391 2.0836
N -2.5100 -2.4938 0.9436
S -0.1438 3.6910 1.5871
C -3.5627 -3.0355 1.7485
C -2.7186 -2.2584 -0.5004
C 0.4551 6.6602 -0.5525
C 1.1621 4.8639 1.1585
C 0.9738 5.2040 -0.3723
H 3.3990 -4.3860 -4.8694
H 2.4216 -6.1090 -3.3165
H 1.8019 -4.9718 -0.9270
H -0.0254 -3.3660 -0.3284
H -1.9817 0.1451 2.4978
H -1.5031 1.7070 2.8436
H -3.5302 -2.5583 2.7724
H -4.5104 -2.8428 1.2796
H -3.5413 -4.1104 1.8409
H -2.0589 -2.8165 -1.0527
H -2.6476 -1.1563 -0.8029
H -3.7927 -2.5486 -0.8501
H -0.5068 6.8875 -0.0922
H 1.1428 7.3698 -0.0675
H 0.5140 6.8259 -1.6546
H 1.1403 5.7410 1.7153
H 2.1878 4.4228 1.2613
H 1.9947 5.1502 -0.7498
H 0.3016 4.6411 -1.0224

Charges obtained by natural (NBO) population analysis, quoted in units of e: atom 1 (O): -0.598, atom 2 (O): -0.999, atom 3 (N): -0.424, atom 4 (S): 0.416, atom 5 (S): 0.396, atom 6 (C): 0.655, atom 7 (C): -0.349, atom 8 (C): -0.261, atom 9 (C): -0.231, atom 10 (C): -0.233, atom 11 (C): 0.201, atom 12 (C): -0.540, atom 13 (C): 0.078, atom 14 (C): 0.196, atom 15 (C): -0.237, atom 16 (C): -0.150, atom 17 (C): -0.026, atom 18 (N): -0.830, atom 19 (N): -0.446, atom 20 (S): 1.342, atom 21 (C): -0.407, atom 22 (C): -0.409, atom 23 (C): -0.608, atom 24 (C): -0.624, atom 25 (C): -0.417, atom 26 (H): 0.230, atom 27 (H): 0.232, atom 28 (H): 0.222, atom 29 (H): 0.219, atom 30 (H): 0.402, atom 31 (H): 0.415, atom 32 (H): 0.231, atom 33 (H): 0.203, atom 34 (H): 0.197, atom 35 (H): 0.197, atom 36 (H): 0.210, atom 37 (H): 0.214, atom 38 (H): 0.214, atom 39 (H): 0.197, atom 40 (H): 0.214, atom 41 (H): 0.245, atom 42 (H): 0.227, atom 43 (H): 0.210, atom 44 (H): 0.226

> Number 2 is which compound?

C20H18N6OSV